116
Properties=species:S:1:pos:R:3:mulliken_spin:R:1 method="wB97M-V/def2-TZVPD" spin_multiplicity=2 lumo_energy_ev="-2.706 / -2.225" homo_ev="-9.709 / -9.598" total_charge=+1 gap_ev="7.00 / 7.37" s2=0.84 total_energy_ev=-207028.60420
V -1.0908 -0.0937 -0.1583 1.23
S -4.6852 -0.5429 2.3093 -0.02
C -3.5624 0.0535 1.2997 0.01
S -2.1282 0.9377 1.7109 -0.04
S -3.4405 -0.2298 -0.4258 -0.04
O 0.6197 0.5306 1.1324 0.00
P 0.9614 0.2227 2.5761 0.00
C 0.0935 -1.2676 3.1539 0.01
P -0.0931 -2.4914 1.8359 0.00
O -0.7242 -1.8403 0.6201 -0.05
C 1.5349 -3.1215 1.4473 0.00
C 2.4799 -3.3933 2.4366 0.00
C 3.7285 -3.8781 2.0846 0.00
C 4.0442 -4.0846 0.7476 0.00
C 3.1081 -3.8152 -0.2414 0.00
C 1.8563 -3.3352 0.1099 0.00
C -1.1747 -3.7591 2.4573 0.00
C -0.6936 -4.8073 3.2431 0.00
C -1.5857 -5.7161 3.7850 0.00
C -2.9486 -5.5735 3.5459 0.00
C -3.4218 -4.5358 2.7577 0.00
C -2.5370 -3.6253 2.2009 0.00
C 0.6177 1.5224 3.7486 0.00
C 1.0037 2.8151 3.3984 0.00
C 0.8329 3.8475 4.3061 0.00
C 0.2773 3.5959 5.5527 0.00
C -0.1132 2.3102 5.8988 0.00
C 0.0605 1.2702 5.0001 0.00
C 2.7169 -0.1345 2.6936 0.00
C 3.2843 -0.3829 3.9433 0.00
C 4.6275 -0.7070 4.0423 0.00
C 5.4095 -0.7734 2.8948 0.00
C 4.8510 -0.5098 1.6526 0.00
C 3.5048 -0.1914 1.5506 0.00
H -0.9278 -0.9830 3.4268 0.00
H 0.5835 -1.7077 4.0251 0.00
H 2.2593 -3.2181 3.4829 0.00
H 4.4595 -4.0875 2.8539 0.00
H 5.0232 -4.4578 0.4777 0.00
H 3.3472 -3.9784 -1.2843 0.00
H 1.1187 -3.1336 -0.6553 0.01
H 0.3692 -4.9275 3.4181 0.00
H -1.2219 -6.5361 4.3892 0.00
H -3.6437 -6.2843 3.9734 0.00
H -4.4805 -4.4319 2.5624 0.00
H -2.9047 -2.8303 1.5633 0.00
H 1.4222 3.0171 2.4187 0.00
H 1.1328 4.8505 4.0373 0.00
H 0.1430 4.4063 6.2570 0.00
H -0.5586 2.1174 6.8653 0.00
H -0.2581 0.2740 5.2790 0.00
H 2.6827 -0.3046 4.8431 0.00
H 5.0678 -0.8947 5.0124 0.00
H 6.4600 -1.0205 2.9732 0.00
H 5.4632 -0.5499 0.7614 0.00
H 3.0724 0.0190 0.5794 0.00
N 0.8082 -0.2953 -1.2978 -0.02
C 1.2005 0.5988 -2.3721 0.00
C 2.2526 0.2673 -3.2132 0.00
C 2.5986 1.1254 -4.2425 0.00
C 1.9024 2.3147 -4.4284 0.00
C 0.8666 2.6481 -3.5734 0.00
C 0.5131 1.7918 -2.5322 -0.01
P -0.8012 2.1271 -1.3309 0.02
C -2.0939 2.9492 -2.3105 0.02
C -2.0897 4.3318 -2.5007 0.00
C -3.0335 4.9257 -3.3249 0.00
C -3.9850 4.1471 -3.9683 0.00
C -3.9887 2.7718 -3.7898 -0.01
C -3.0486 2.1751 -2.9637 0.00
C -0.1335 3.4742 -0.3074 -0.01
C 1.1700 3.9401 -0.4438 0.00
C 1.6026 5.0315 0.3001 0.00
C 0.7336 5.6634 1.1766 0.00
C -0.5587 5.1791 1.3419 0.00
C -0.9889 4.0837 0.6114 0.00
H 1.3839 -0.1033 -0.4742 -0.02
H 0.9651 -1.2496 -1.6095 0.02
H 2.7696 -0.6758 -3.0848 0.00
H 3.4055 0.8601 -4.9129 0.00
H 2.1669 2.9769 -5.2418 0.00
H 0.3173 3.5707 -3.7178 0.00
H -1.3556 4.9514 -2.0031 0.00
H -3.0255 5.9990 -3.4618 0.00
H -4.7244 4.6127 -4.6066 0.00
H -4.7308 2.1592 -4.2848 0.00
H -3.0680 1.1042 -2.8205 0.01
H 1.8494 3.4742 -1.1470 0.00
H 2.6129 5.3994 0.1740 0.00
H 1.0622 6.5328 1.7304 0.00
H -1.2372 5.6578 2.0361 0.00
H -2.0002 3.7157 0.7376 0.00
Ge -1.8849 -1.5972 -2.2121 -0.04
C -2.5060 -3.3357 -1.5458 -0.02
C -1.6474 -4.3830 -1.2087 0.00
C -2.1325 -5.6083 -0.7727 0.00
C -3.5000 -5.8127 -0.6669 0.00
C -4.3716 -4.7848 -0.9943 0.00
C -3.8787 -3.5602 -1.4273 0.00
C -0.5067 -1.8172 -3.6157 -0.03
C 0.5407 -2.7406 -3.6237 0.00
C 1.4440 -2.7981 -4.6810 0.00
C 1.3174 -1.9294 -5.7536 -0.01
C 0.2876 -0.9980 -5.7613 0.00
C -0.6047 -0.9407 -4.7015 -0.01
H -3.0455 -1.0000 -3.0325 0.01
H -0.5755 -4.2655 -1.2896 0.00
H -1.4418 -6.4044 -0.5227 0.00
H -3.8839 -6.7683 -0.3330 0.00
H -5.4415 -4.9345 -0.9202 0.00
H -4.5769 -2.7727 -1.6804 0.00
H 0.6411 -3.4697 -2.8287 0.00
H 2.2339 -3.5395 -4.6736 0.00
H 2.0116 -1.9838 -6.5823 0.00
H 0.1746 -0.3189 -6.5971 0.00
H -1.4042 -0.2071 -4.7294 0.00